1 | ORCA calculation (ωB97M-V/def2-TZVPD) on one molecule with the formula C5H5NO.

## Properties
Multiplicity ... 1
Orbital gap ... 11.092 eV
HOMO energy ... -10.5 eV

Positions of all 12 atoms, in Å:
1 O -0.030 0.515 -1.919
2 C 0.033 0.425 -0.515
3 C -1.312 -0.159 -0.061
4 C -1.332 -0.488 1.365
5 N -1.332 -0.754 2.490
6 C 1.230 -0.251 0.010
7 C 2.251 -0.401 0.629
8 H 0.873 0.538 -2.259
9 H 0.120 1.420 -0.057
10 H -2.078 0.595 -0.267
11 H -1.551 -1.048 -0.652
12 H 3.128 -0.393 1.235



2 | ORCA calculation (ωB97M-V/def2-TZVPD) on C5H5NO as an isolated structure.

## Properties
Multiplicity ... 1
Orbital gap (spin up / spin down) ... 8.331 / 6.951 eV
HOMO energy (spin up / spin down) ... -8.9 / -8.2 eV

Positions of all 12 atoms, in Å:
1 N 2.156 0.496 -1.106
2 C 1.784 0.277 0.018
3 C 0.786 -0.637 0.597
4 O -0.100 -0.322 1.616
5 C -1.201 -0.334 0.675
6 C -1.096 0.777 -0.272
7 C -0.297 -0.499 -0.555
8 H 1.258 -1.615 0.710
9 H -2.071 -0.900 0.990
10 H -1.937 0.869 -0.956
11 H -0.660 1.731 0.035
12 H 1.378 0.157 -1.752



Most stable of them? 1.



1 | ORCA calculation (ωB97M-V/def2-TZVPD) on a 10-piece molecular cluster, H20O10 overall.

## Properties
Multiplicity ... 1
Orbital gap ... 10.281 eV
HOMO energy ... -10.5 eV

Positions of all 30 atoms, in Å:
1 O -1.257 -2.710 -1.222
2 H -1.584 -3.403 -0.633
3 H -2.065 -2.597 -1.743
4 O -4.087 0.423 0.613
5 H -3.743 1.094 1.207
6 H -4.345 0.897 -0.182
7 O 3.759 -1.121 0.096
8 H 4.067 -0.294 0.476
9 H 3.872 -1.820 0.743
10 O 1.852 1.881 -0.771
11 H 1.275 1.794 -0.012
12 H 2.273 1.060 -1.035
13 O -1.275 -0.856 3.164
14 H -0.501 -1.423 3.024
15 H -1.511 -1.204 4.037
16 O -2.303 2.516 -0.631
17 H -1.751 3.263 -0.383
18 H -1.686 1.854 -0.958
19 O 1.476 -1.805 -2.826
20 H 2.303 -1.809 -2.339
21 H 0.856 -2.458 -2.493
22 O -0.221 0.146 0.650
23 H 0.705 -0.028 0.474
24 H -0.715 -0.677 0.583
25 O 1.686 0.872 3.666
26 H 1.794 0.711 2.733
27 H 0.757 0.694 3.845
28 O 0.367 0.980 -3.065
29 H 0.968 0.701 -2.394
30 H -0.539 1.070 -2.780



2 | ORCA calculation (ωB97M-V/def2-TZVPD) on H20O10 as an isolated structure.

## Properties
Multiplicity ... 1
Orbital gap ... 5.452 eV
HOMO energy ... -7.1 eV

Positions of all 30 atoms, in Å:
1 O 2.098 0.887 0.700
2 H 2.989 1.063 1.004
3 H 2.201 0.662 -0.225
4 O -0.299 -0.319 -0.048
5 H 0.499 -0.718 0.299
6 H -0.258 0.592 0.243
7 O -0.788 -0.061 -2.249
8 H 0.120 0.238 -2.307
9 H -0.951 -0.148 -1.310
10 O 0.252 1.879 0.577
11 H 0.376 2.825 0.649
12 H 1.111 1.508 0.782
13 O 1.561 -1.243 1.003
14 H 1.269 -1.346 1.909
15 H 1.949 -0.368 0.975
16 O -1.905 1.340 1.130
17 H -1.300 1.154 1.848
18 H -1.387 1.851 0.507
19 O -0.302 2.387 -1.463
20 H 0.505 2.666 -1.897
21 H -0.068 2.325 -0.537
22 O 0.948 -3.040 0.113
23 H 1.659 -3.377 -0.433
24 H 1.281 -2.210 0.454
25 O -2.606 -0.967 -0.512
26 H -2.758 -1.124 0.420
27 H -2.430 -0.028 -0.572
28 O -1.127 -2.451 -0.153
29 H -1.960 -2.357 -0.614
30 H -0.679 -1.617 -0.294



Most stable of them? 1.



1 | ORCA calculation (ωB97M-V/def2-TZVPD) on a 10-piece molecular cluster, H20O10 overall.

## Properties
Multiplicity ... 1
Orbital gap ... 9.306 eV
HOMO energy ... -9.5 eV

Positions of all 30 atoms, in Å:
1 O -0.227 2.064 1.767
2 H 0.644 1.752 1.680
3 H -0.348 2.249 2.688
4 O 3.180 -2.590 2.045
5 H 3.293 -2.271 2.924
6 H 2.350 -2.241 1.672
7 O -1.605 -0.574 1.938
8 H -2.544 -0.609 1.885
9 H -1.307 0.185 1.427
10 O 0.394 0.318 -0.527
11 H 1.038 -0.073 0.073
12 H 0.764 0.269 -1.428
13 O -2.412 2.050 -0.120
14 H -2.015 2.112 -1.024
15 H -1.651 1.904 0.441
16 O 1.828 0.241 2.018
17 H 2.047 -0.271 2.780
18 H 2.665 0.617 1.866
19 O -2.045 -0.530 -1.197
20 H -1.092 -0.525 -1.026
21 H -2.103 0.406 -1.384
22 O 0.603 -0.094 -3.483
23 H 0.631 -0.959 -3.079
24 H 0.238 -0.358 -4.297
25 O 0.755 -2.508 0.570
26 H 0.229 -3.254 0.839
27 H 0.727 -2.406 -0.374
28 O -1.477 1.855 -2.575
29 H -1.795 1.997 -3.431
30 H -0.767 1.245 -2.667



2 | ORCA calculation (ωB97M-V/def2-TZVPD) on a 10-piece molecular cluster, H20O10 overall.

## Properties
Multiplicity ... 1
Orbital gap ... 9.918 eV
HOMO energy ... -10.7 eV

Positions of all 30 atoms, in Å:
1 H 0.184 -0.117 -0.531
2 H 0.347 0.608 -1.823
3 H -0.144 -1.150 -2.662
4 H -1.529 -1.205 -3.255
5 H -3.994 -0.238 -0.290
6 H -4.527 -0.511 1.074
7 H 1.837 1.130 0.771
8 H 0.716 0.190 1.484
9 H -2.102 3.045 -0.373
10 H -2.473 2.154 0.797
11 H -0.426 -0.272 4.555
12 H 0.272 0.201 3.282
13 H 1.544 -1.617 -1.252
14 H 2.079 -0.407 -2.009
15 H 0.311 2.137 -1.026
16 H 1.171 3.180 -0.213
17 H 0.572 -4.015 -1.299
18 H 1.293 -4.252 -2.710
19 H 2.070 0.211 3.129
20 H 2.746 1.579 3.590
21 O 0.467 -0.240 -1.361
22 O -0.693 -1.599 -3.424
23 O -4.781 -0.504 0.122
24 O 0.848 0.983 0.959
25 O -2.257 3.035 0.503
26 O 0.437 0.064 4.223
27 O 2.388 -1.131 -1.375
28 O 0.877 2.868 -1.097
29 O 0.811 -4.667 -1.936
30 O 1.911 1.110 3.228



Most stable of them? 1.



1 | ORCA calculation (ωB97M-V/def2-TZVPD) on H20O10 as an isolated structure.

## Properties
Multiplicity ... 1
Orbital gap ... 9.370 eV
HOMO energy ... -9.6 eV

Positions of all 30 atoms, in Å:
1 O 2.103 2.512 1.083
2 H 1.458 2.982 0.554
3 H 2.082 1.616 0.746
4 O -0.016 2.207 -1.765
5 H -0.131 1.971 -0.845
6 H 0.821 1.812 -2.011
7 O 0.511 -2.552 -0.847
8 H 0.669 -3.317 -0.295
9 H 0.075 -1.925 -0.270
10 O -0.024 0.009 -0.117
11 H 0.550 0.537 0.438
12 H -0.586 -0.463 0.498
13 O -2.178 -0.351 -0.716
14 H -1.728 0.418 -0.366
15 H -1.556 -0.730 -1.338
16 O 1.978 0.783 0.306
17 H 2.240 -0.131 0.421
18 H 1.777 0.859 -0.627
19 O -0.353 -2.149 2.516
20 H -0.790 -1.652 1.824
21 H -0.982 -2.159 3.238
22 O -1.044 -1.789 0.425
23 H -1.857 -1.938 0.907
24 H -1.283 -1.910 -0.493
25 O -0.455 -0.754 -1.858
26 H 0.316 -0.813 -2.423
27 H -0.129 -0.361 -1.048
28 O -0.456 2.113 0.461
29 H -1.085 2.829 0.378
30 H 0.074 2.346 1.223



2 | ORCA calculation (ωB97M-V/def2-TZVPD) on a 10-piece molecular cluster, H20O10 overall.

## Properties
Multiplicity ... 1
Orbital gap ... 10.511 eV
HOMO energy ... -10.8 eV

Positions of all 30 atoms, in Å:
1 H -0.256 0.209 -0.264
2 H -1.033 1.408 -0.790
3 H 2.746 -3.153 2.241
4 H 1.249 -3.413 1.621
5 H 0.370 -0.596 2.000
6 H 1.243 -0.257 3.158
7 H 2.087 2.921 -3.632
8 H 3.119 1.760 -3.842
9 H -1.315 -2.492 -3.985
10 H -1.274 -1.580 -2.898
11 H 3.293 -0.159 -1.818
12 H 2.013 -0.550 -1.261
13 H 0.265 6.099 1.429
14 H -0.268 4.723 1.361
15 H -3.514 -2.305 0.206
16 H -4.307 -1.026 0.617
17 H -0.913 -3.274 0.406
18 H -0.976 -1.831 0.124
19 H -1.641 0.844 3.358
20 H -1.809 1.629 2.098
21 O -0.259 1.172 -0.296
22 O 1.884 -2.735 1.868
23 O 1.315 -0.436 2.236
24 O 2.872 2.434 -3.301
25 O -0.915 -1.600 -3.735
26 O 2.431 -0.640 -2.125
27 O 0.215 5.257 1.992
28 O -3.380 -1.414 0.569
29 O -1.270 -2.617 -0.311
30 O -1.971 1.622 2.974



Most stable of them? 2.



1 | ORCA calculation (ωB97M-V/def2-TZVPD) on a 10-piece molecular cluster, H20O10 overall.

## Properties
Multiplicity ... 1
Orbital gap ... 10.140 eV
HOMO energy ... -10.4 eV

Positions of all 30 atoms, in Å:
1 H -0.370 -0.282 1.227
2 H 0.761 0.167 0.317
3 H -0.141 3.660 -1.573
4 H -1.653 3.562 -1.696
5 H -4.694 0.941 1.898
6 H -4.777 2.191 2.758
7 H 2.348 -2.170 1.635
8 H 1.610 -0.936 2.128
9 H 2.856 -1.093 -0.149
10 H 2.362 0.123 -0.915
11 H -0.148 -1.744 -1.750
12 H 0.277 -2.694 -0.643
13 H 3.845 1.925 -2.277
14 H 4.503 0.564 -2.121
15 H 4.894 0.263 3.097
16 H 3.962 0.635 1.956
17 H -3.549 -2.576 -0.620
18 H -2.443 -1.656 -1.110
19 H -4.031 0.132 -0.944
20 H -4.729 -1.169 -0.584
21 O -0.195 0.219 0.423
22 O -0.956 3.833 -1.088
23 O -4.210 1.435 2.568
24 O 1.543 -1.659 1.494
25 O 3.147 -0.239 -0.487
26 O -0.457 -2.498 -1.236
27 O 3.745 0.999 -2.527
28 O 4.770 0.145 2.149
29 O -3.379 -1.850 -1.231
30 O -4.892 -0.226 -0.698



2 | ORCA calculation (ωB97M-V/def2-TZVPD) on a 10-piece molecular cluster, H20O10 overall.

## Properties
Multiplicity ... 1
Orbital gap ... 10.211 eV
HOMO energy ... -10.5 eV

Positions of all 30 atoms, in Å:
1 O -0.197 -2.343 -0.761
2 H 0.459 -2.556 -0.085
3 H 0.232 -2.570 -1.595
4 O 0.090 1.781 2.808
5 H 0.036 1.743 1.842
6 H -0.765 2.129 3.080
7 O 1.212 0.483 -2.872
8 H 1.916 0.105 -2.333
9 H 0.489 -0.153 -2.841
10 O -3.250 -1.994 0.287
11 H -2.696 -1.447 0.856
12 H -2.654 -2.338 -0.385
13 O -2.282 1.705 -1.194
14 H -2.309 1.113 -1.951
15 H -1.466 1.485 -0.737
16 O 0.074 0.399 0.030
17 H 0.992 0.288 0.303
18 H -0.172 -0.458 -0.365
19 O -1.888 -0.648 -3.207
20 H -1.731 -1.500 -3.626
21 H -2.068 -0.052 -3.945
22 O -1.934 -0.470 2.886
23 H -1.034 -0.520 2.549
24 H -1.856 0.075 3.673
25 O 2.787 1.735 1.767
26 H 1.999 1.479 2.261
27 H 3.344 2.206 2.394
28 O 4.187 -0.061 0.032
29 H 4.895 -0.191 0.669
30 H 3.588 0.573 0.460



3 | ORCA calculation (ωB97M-V/def2-TZVPD) on a 10-piece molecular cluster, H20O10 overall.

## Properties
Multiplicity ... 1
Orbital gap ... 11.142 eV
HOMO energy ... -11.2 eV

Positions of all 30 atoms, in Å:
1 O 0.620 -1.650 -16.821
2 H 1.047 -1.123 -16.145
3 H 0.981 -2.529 -16.704
4 O 5.922 -3.652 -14.382
5 H 5.204 -4.276 -14.487
6 H 6.575 -4.122 -13.863
7 O -2.676 -4.875 -15.673
8 H -2.729 -5.185 -14.769
9 H -2.291 -5.607 -16.155
10 O 0.641 -8.745 -13.695
11 H 0.206 -8.764 -12.842
12 H 0.931 -9.646 -13.836
13 O -0.951 -8.024 -17.384
14 H -0.664 -8.473 -16.588
15 H -0.546 -8.518 -18.097
16 O 4.890 -7.059 -21.658
17 H 4.805 -6.231 -21.186
18 H 5.619 -6.919 -22.261
19 O 6.117 -1.291 -17.659
20 H 5.961 -1.807 -16.869
21 H 6.525 -0.485 -17.342
22 O 3.687 -7.868 -11.590
23 H 3.298 -7.388 -10.859
24 H 2.983 -7.939 -12.234
25 O 3.434 -3.591 -20.547
26 H 3.169 -3.095 -21.321
27 H 3.697 -2.924 -19.913
28 O 2.676 -5.588 -16.244
29 H 2.175 -6.401 -16.309
30 H 3.081 -5.485 -17.105



Most stable of them? 2.



1 | ORCA calculation (ωB97M-V/def2-TZVPD) on a 10-piece molecular cluster, H20O10 overall.

## Properties
Multiplicity ... 1
Orbital gap ... 10.524 eV
HOMO energy ... -10.8 eV

Positions of all 30 atoms, in Å:
1 H 0.355 -0.840 -0.616
2 H -0.275 0.552 -0.755
3 H -3.099 0.573 -1.067
4 H -2.442 1.657 -0.186
5 H 4.036 -1.747 0.361
6 H 4.391 -2.882 -0.641
7 H -4.472 2.779 2.515
8 H -3.431 1.961 1.792
9 H 4.561 0.207 1.135
10 H 4.978 -0.995 1.723
11 H 3.755 1.353 -2.631
12 H 4.591 2.434 -1.793
13 H -3.217 -2.894 0.776
14 H -4.338 -2.223 -0.199
15 H 1.580 -1.581 0.996
16 H 0.637 -1.792 2.115
17 H -0.477 3.472 0.032
18 H 0.584 4.313 -0.767
19 H -3.380 -1.982 -1.886
20 H -4.613 -2.843 -2.024
21 O 0.438 0.126 -0.273
22 O -3.206 1.409 -0.608
23 O 4.752 -2.333 0.053
24 O -3.592 2.257 2.679
25 O 4.199 -0.401 1.765
26 O 3.754 2.146 -2.045
27 O -3.798 -2.060 0.574
28 O 1.357 -1.225 1.906
29 O 0.006 3.511 -0.791
30 O -3.636 -2.950 -2.141



2 | ORCA calculation (ωB97M-V/def2-TZVPD) on a 10-piece molecular cluster, H20O10 overall.

## Properties
Multiplicity ... 1
Orbital gap ... 10.780 eV
HOMO energy ... -10.9 eV

Positions of all 30 atoms, in Å:
1 H 0.551 1.757 0.385
2 H -0.054 0.342 0.127
3 H 0.505 -3.042 -3.330
4 H 1.000 -2.096 -2.199
5 H -1.503 4.344 -2.489
6 H -1.481 5.128 -1.281
7 H -4.857 0.320 -1.550
8 H -3.723 0.459 -0.527
9 H -3.290 -1.323 2.881
10 H -2.181 -1.239 3.935
11 H -1.510 -0.097 1.252
12 H -0.867 -1.239 0.468
13 H 6.038 1.886 1.376
14 H 4.823 1.256 0.739
15 H 3.048 -2.732 -2.528
16 H 3.737 -1.423 -2.079
17 H -1.962 -4.296 0.876
18 H -1.668 -2.792 1.012
19 H 2.175 2.418 2.545
20 H 2.068 2.092 1.078
21 O 0.306 1.090 -0.256
22 O 0.538 -2.921 -2.428
23 O -1.973 5.019 -2.134
24 O -4.457 0.920 -0.966
25 O -2.430 -1.048 2.984
26 O -1.720 -0.858 0.751
27 O 5.709 1.035 1.031
28 O 3.069 -1.998 -1.867
29 O -1.493 -3.597 0.389
30 O 1.601 2.633 1.806



Most stable of them? 2.



1 | ORCA calculation (ωB97M-V/def2-TZVPD) on one molecule with the formula C4H9N3O.

## Properties
Multiplicity ... 1
Orbital gap ... 9.814 eV
HOMO energy ... -9.2 eV

Positions of all 17 atoms, in Å:
1 C 2.176 -1.304 0.062
2 C 1.573 1.170 0.089
3 C -1.105 0.026 -0.149
4 C -2.647 -0.384 -0.562
5 H 3.262 -0.975 0.605
6 H 2.073 -1.743 -1.028
7 H 2.042 -2.547 0.466
8 H 2.666 1.103 0.834
9 H 0.948 3.121 -0.206
10 H -1.097 1.096 0.144
11 H -3.070 -1.494 -0.833
12 H -2.940 0.621 -1.273
13 H -2.671 -0.128 1.523
14 N 1.157 -0.242 0.403
15 N 0.787 2.083 -0.332
16 N 0.022 -0.649 -0.443
17 O -3.175 0.246 0.701



2 | ORCA calculation (ωB97M-V/def2-TZVPD) on C4H9N3O as an isolated structure.

## Properties
Multiplicity ... 1
Orbital gap ... 9.395 eV
HOMO energy ... -8.5 eV

Positions of all 17 atoms, in Å:
1 C -1.059 -1.107 1.305
2 C -1.435 -0.925 -0.203
3 C 0.076 2.092 -0.911
4 C 1.262 0.316 0.267
5 H 0.160 -1.266 1.294
6 H -1.541 -0.238 2.061
7 H -1.462 -2.223 1.974
8 H -2.262 -1.455 -0.553
9 H 0.894 2.591 -0.460
10 H -0.940 2.621 -0.409
11 H 0.387 2.322 -2.068
12 H 1.368 1.057 1.039
13 H 1.851 -2.234 -0.954
14 N -0.861 -0.141 -1.134
15 N 0.080 0.715 -0.367
16 N 2.112 -0.633 0.027
17 O 1.369 -1.493 -0.907



Most stable of them? 2.



1 | ORCA calculation (ωB97M-V/def2-TZVPD) on one molecule with the formula C4H9N3O.

## Properties
Multiplicity ... 1
Orbital gap ... 9.180 eV
HOMO energy ... -8.6 eV

Positions of all 17 atoms, in Å:
1 C -0.337 -2.199 1.007
2 C 0.224 0.640 -0.002
3 C 0.023 2.106 0.232
4 C -0.375 2.873 -0.802
5 H -1.268 -1.735 0.676
6 H -0.193 -3.171 0.461
7 H -0.397 -2.580 2.045
8 H 1.525 -1.703 1.465
9 H -0.839 0.530 -1.707
10 H 0.830 -1.349 -1.076
11 H 0.203 2.464 1.223
12 H -0.626 3.874 -0.665
13 H -0.430 2.494 -1.809
14 N 0.917 -1.373 0.763
15 N 0.819 0.029 0.989
16 N -0.483 -0.073 -0.999
17 O 0.408 -0.826 -1.802



2 | ORCA calculation (ωB97M-V/def2-TZVPD) on one molecule with the formula C4H9N3O.

## Properties
Multiplicity ... 1
Orbital gap (spin up / spin down) ... 7.467 / 7.467 eV
HOMO energy (spin up / spin down) ... -6.9 / -6.9 eV

Positions of all 17 atoms, in Å:
1 C 0.231 -0.710 -2.157
2 C 0.202 0.022 0.920
3 C 0.548 0.766 -0.262
4 N 1.466 1.790 -0.304
5 N -1.714 -1.148 1.814
6 C -0.978 -0.687 0.750
7 O 0.832 0.179 2.149
8 N -0.112 0.462 -1.364
9 H 1.206 1.075 2.170
10 H 1.488 2.275 -1.194
11 H 1.456 2.410 0.496
12 H -1.646 -0.579 2.652
13 H -2.644 -1.494 1.620
14 H -1.222 -1.312 -0.105
15 H 0.760 -0.423 -3.073
16 H 0.825 -1.458 -1.619
17 H -0.702 -1.168 -2.496



3 | ORCA calculation (ωB97M-V/def2-TZVPD) on C4H9N3O as an isolated structure.

## Properties
Multiplicity ... 1
Orbital gap ... 9.223 eV
HOMO energy ... -8.8 eV

Positions of all 17 atoms, in Å:
1 C 1.837 -1.551 -0.251
2 C -0.446 -1.702 -1.049
3 C -0.277 0.777 0.351
4 C -1.349 2.832 1.305
5 H 1.163 -3.007 -0.244
6 H 1.777 -0.899 0.937
7 H 3.034 -1.413 -0.586
8 H 0.168 -2.759 -1.022
9 H -1.076 -1.603 -0.074
10 H -1.196 -1.448 -1.986
11 H -0.672 0.093 0.974
12 H 0.152 2.599 -0.318
13 H -1.713 3.954 1.042
14 N 0.740 -0.760 -1.092
15 N 0.344 0.601 -0.642
16 N -0.616 2.058 0.392
17 O -1.870 2.227 2.263



4 | ORCA calculation (ωB97M-V/def2-TZVPD) on one molecule with the formula C4H9N3O.

## Properties
Multiplicity ... 1
Orbital gap ... 8.927 eV
HOMO energy ... -8.0 eV

Positions of all 17 atoms, in Å:
1 C -2.609 -0.922 0.087
2 C 0.343 0.871 -0.216
3 C 0.367 2.360 0.051
4 C 2.843 -1.332 0.058
5 H -3.145 -1.865 -0.347
6 H -3.353 -0.242 -0.203
7 H -2.357 -0.993 1.308
8 H -0.544 -1.648 -0.243
9 H 0.343 2.587 1.362
10 H 0.953 2.987 -0.661
11 H -0.921 2.443 -0.034
12 H 2.919 -2.511 0.134
13 H 3.745 -0.926 -0.423
14 N -1.257 -0.761 -0.438
15 N -0.762 0.366 -0.221
16 N 1.692 -0.877 0.100
17 O 1.743 0.463 -0.314



Most stable of them? 2.